(1)
Here is an isolated molecule of C15H14FN3O3S2 from OMol25. Energies are from ωB97M-V with the def2-TZVPD basis set.

Last column: Löwdin charge in e.
CARTESIAN COORDINATES (ANGSTROEM)
C (-7.5911, -1.0969, -0.8355)  -0.06
C (-6.4363, -0.1508, -1.1294)  -0.21
H (-5.8651, -0.5070, -1.9928)  0.12
H (-6.7943, 0.8645, -1.3119)  0.12
O (-5.5549, -0.0368, -0.0086)  -0.02
C (-4.6264, -0.9861, 0.1355)  -0.50
O (-4.4902, -1.9207, -0.6047)  0.12
C (-3.7463, -0.6869, 1.3364)  -0.02
C (-2.7007, 0.3005, 0.9169)  -0.39
C (-2.9215, 1.5925, 0.5467)  -0.34
S (-1.4504, 2.3728, 0.1025)  0.98
C (-0.6348, 0.8642, 0.4549)  -0.59
N (-1.4039, -0.0921, 0.8571)  0.11
N (0.7114, 0.6869, 0.3264)  0.07
C (1.6073, 1.5999, -0.0812)  -0.80
S (1.2598, 3.1514, -0.5160)  0.66
N (2.9315, 1.1941, -0.1326)  0.09
C (3.4503, -0.0338, 0.1931)  -0.39
O (2.7544, -0.9666, 0.5539)  0.08
C (4.9227, -0.1495, 0.0540)  -0.14
C (5.7905, 0.9350, 0.1763)  -0.02
C (7.1543, 0.7506, 0.0536)  0.01
C (7.6402, -0.5223, -0.1964)  -0.27
C (6.8014, -1.6185, -0.3081)  0.01
C (5.4418, -1.4244, -0.1729)  0.00
H (4.7568, -2.2552, -0.2441)  0.12
H (7.2163, -2.5964, -0.4923)  0.12
F (8.9651, -0.6971, -0.3241)  0.08
H (7.8423, 1.5751, 0.1524)  0.12
H (5.4199, 1.9236, 0.4034)  0.12
H (3.5530, 1.9157, -0.4751)  0.11
H (1.0808, -0.2459, 0.5586)  0.13
H (-3.8534, 2.1176, 0.5109)  0.07
H (-3.2527, -1.6017, 1.6591)  0.13
H (-4.3618, -0.2708, 2.1339)  0.13
H (-8.1296, -0.7702, 0.0509)  0.08
H (-8.2732, -1.1117, -1.6806)  0.08
H (-7.2131, -2.1027, -0.6701)  0.08

Force components x, y, z for each atom (eV/Å):
0.4 0.2 0.1
-0.2 -0.2 -0.4
-0.1 0.1 0.1
0.1 -0.1 0.0
-0.2 0.3 0.2
0.3 -0.2 0.4
0.0 -0.1 -0.1
-0.1 -0.1 -0.2
-0.3 0.7 -0.1
0.3 -0.2 0.1
-0.4 -0.6 0.2
-1.1 1.1 -0.2
0.6 -0.6 0.1
1.2 -0.6 0.0
-0.3 0.3 0.0
0.3 0.2 -0.1
0.1 -0.1 0.0
0.0 0.0 0.0
0.0 -0.1 0.0
0.3 -0.2 0.0
-0.1 -0.2 0.0
0.2 -0.1 -0.1
-0.2 0.1 0.0
0.2 0.1 0.0
-0.1 0.2 0.0
0.0 -0.1 0.0
0.1 -0.1 0.0
-0.1 0.0 0.0
0.1 0.1 0.0
0.0 0.1 0.0
-0.2 -0.2 0.0
-0.1 0.3 -0.1
-0.3 0.1 0.0
-0.1 0.0 0.0
0.0 -0.1 0.0
-0.1 0.0 0.1
-0.1 0.0 -0.1
0.0 -0.1 0.0

Output
- Gap between HOMO and LUMO: 8.1 eV
- M: 367.43 g mol⁻¹
- Energy above the lowest of the compared OMol25 structures with the same formula, charge and spin: 0.0 kcal/mol
- Multiplicity: 1

(2)
Here is a structure of composition C15H14FeN4O2STe from OMol25. Energies are from ωB97M-V with the def2-TZVPD basis set.

Last column: Löwdin charge in e.
CARTESIAN COORDINATES (ANGSTROEM)
Fe (0.0409, 0.2110, -1.0046)  0.25
C (5.0718, -0.2229, -1.3848)  -0.03
N (4.2788, -0.1652, -0.1662)  -0.12
C (4.7329, 0.2588, 1.0691)  -0.03
C (3.7043, 0.2049, 1.9173)  -0.03
N (2.5948, -0.2593, 1.2019)  0.03
C (2.9694, -0.4941, -0.1099)  -0.67
S (2.1139, -1.0942, -1.4296)  0.67
C (1.2920, -0.3368, 1.7662)  -0.25
C (1.0817, 0.0651, 3.0814)  0.01
C (-0.1961, -0.0092, 3.5965)  -0.03
C (-1.2280, -0.4941, 2.8092)  -0.04
C (-0.9225, -0.8657, 1.5200)  -0.11
N (0.3111, -0.7772, 0.9991)  0.04
H (6.1197, -0.1206, -1.1156)  0.09
H (4.7780, 0.5786, -2.0601)  0.10
H (4.9073, -1.1732, -1.8847)  0.07
H (5.7516, 0.5622, 1.2314)  0.13
H (3.6749, 0.4421, 2.9615)  0.11
H (1.8849, 0.4464, 3.6889)  0.10
H (-0.3860, 0.3177, 4.6105)  0.12
H (-2.2404, -0.5624, 3.1800)  0.11
H (-1.6843, -1.2506, 0.8511)  0.12
O (-0.4245, 1.9024, 0.3544)  -0.20
N (0.6525, 2.5167, 0.1556)  -0.19
O (1.3643, 1.9573, -0.6998)  -0.20
Te (-0.9482, -0.1457, -3.2910)  0.81
C (-2.9466, -0.1306, -2.5514)  -0.66
C (-3.3123, 0.6613, -1.4599)  -0.18
C (-4.6146, 0.6467, -0.9735)  -0.10
C (-5.5783, -0.1492, -1.5771)  -0.11
C (-5.2275, -0.9317, -2.6685)  -0.10
C (-3.9241, -0.9255, -3.1483)  -0.17
H (-2.5897, 1.3239, -0.9955)  0.06
H (-4.8770, 1.2700, -0.1264)  0.10
H (-6.5959, -0.1515, -1.2069)  0.10
H (-5.9719, -1.5572, -3.1465)  0.10
H (-3.6569, -1.5484, -3.9938)  0.08

Force components x, y, z for each atom (eV/Å):
0.6 0.3 0.3
0.0 0.0 0.1
0.1 0.0 0.0
0.1 0.0 -0.2
-0.2 0.0 0.0
-0.2 0.1 0.0
0.0 0.0 0.2
0.2 -0.1 0.0
0.2 0.0 0.0
0.1 0.0 0.1
0.0 0.0 0.0
0.0 -0.1 0.0
0.0 -0.1 0.0
-0.4 0.1 -0.1
0.0 0.0 0.0
0.0 0.0 0.0
0.0 0.0 0.0
0.0 0.0 0.0
0.0 0.0 0.0
-0.1 0.0 0.0
0.0 0.0 0.0
0.0 0.0 0.0
0.0 0.1 0.0
-0.1 -0.2 -0.1
-0.1 0.1 0.0
0.0 -0.1 0.1
-0.5 -0.1 -0.3
0.0 0.0 0.0
0.0 0.0 0.0
0.0 0.0 0.0
0.0 0.0 0.0
0.0 0.0 0.0
0.1 0.0 0.0
0.0 0.0 0.0
0.0 0.0 0.0
0.0 0.0 0.0
0.0 0.0 0.0
0.0 0.0 0.0

Output
- Gap between HOMO and LUMO (spin up / spin down): 6.7 / 6.7 eV
- M: 497.81 g mol⁻¹
- Energy above the lowest of the compared OMol25 structures with the same formula, charge and spin: 13.9 kcal/mol
- Multiplicity: 5
- Expectation value of S²: 6.02

(3)
Here is a structure of composition C15H14N3O2PdS from OMol25. Energies are from ωB97M-V with the def2-TZVPD basis set.

Last column: Löwdin charge in e.
CARTESIAN COORDINATES (ANGSTROEM)
Pd (0.2594, 0.1701, 0.2728)  0.92
C (-3.7854, 0.6140, -3.4727)  -0.03
O (-3.2874, 0.9647, -2.1750)  0.02
C (-2.1773, 0.4354, -1.6999)  -0.56
O (-1.7711, 0.7841, -0.5972)  -0.01
N (-1.5241, -0.4830, -2.4724)  0.02
N (-0.3481, -1.0481, -1.9629)  0.03
H (-4.6823, 1.2087, -3.6053)  0.11
H (-4.0506, -0.4436, -3.5158)  0.10
H (-3.0646, 0.8753, -4.2485)  0.10
H (-1.8813, -0.7846, -3.3634)  0.14
H (0.4045, -0.9754, -2.6399)  0.11
H (-0.5004, -2.0282, -1.7482)  0.11
S (1.2848, -0.8711, 4.5105)  1.17
C (-0.4100, -1.2075, 4.2946)  -0.44
C (-1.3232, -1.7071, 5.2155)  -0.07
C (-2.6294, -1.8732, 4.7993)  -0.06
C (-3.0221, -1.5434, 3.4969)  -0.06
C (-2.1184, -1.0488, 2.5798)  -0.01
C (-0.7963, -0.8885, 2.9883)  -0.29
N (0.2487, -0.4072, 2.2274)  -0.04
C (1.3838, -0.3437, 2.8839)  -0.51
C (2.5095, 0.1430, 2.1026)  -0.23
C (3.8122, 0.3768, 2.5141)  -0.02
C (4.7244, 0.8821, 1.5994)  -0.06
C (4.3385, 1.1509, 0.2957)  -0.06
C (3.0325, 0.9140, -0.1293)  -0.09
C (2.1201, 0.4103, 0.7774)  -0.18
H (-1.0222, -1.9546, 6.2240)  0.12
H (-3.3625, -2.2582, 5.4942)  0.11
H (-4.0563, -1.6724, 3.2090)  0.11
H (-2.4235, -0.7684, 1.5794)  0.10
H (4.1155, 0.1789, 3.5345)  0.12
H (5.7440, 1.0709, 1.9049)  0.11
H (5.0625, 1.5485, -0.4033)  0.11
H (2.7507, 1.1284, -1.1550)  0.10

Force components x, y, z for each atom (eV/Å):
0.0 0.1 0.1
0.0 0.0 -0.1
0.0 0.0 0.1
0.2 -0.1 0.0
0.0 -0.3 0.0
0.0 0.2 0.2
0.2 0.1 0.0
0.0 0.0 0.0
0.0 0.0 0.0
0.0 0.0 0.0
0.0 0.0 0.0
-0.1 0.0 0.0
0.1 0.0 0.1
0.1 0.0 0.0
0.1 0.0 -0.1
-0.1 0.0 0.0
0.0 0.0 0.0
0.0 0.0 0.0
0.0 0.0 0.0
-0.1 0.0 0.2
0.0 0.2 -0.1
0.0 0.0 -0.2
-0.3 0.0 -0.2
0.0 0.0 0.0
0.1 0.0 0.0
0.0 0.0 -0.1
-0.2 -0.1 0.1
0.1 -0.2 -0.2
0.0 0.0 0.0
0.0 0.0 0.0
0.0 0.0 0.0
0.0 0.0 0.0
0.0 0.0 0.0
0.0 0.0 0.0
0.0 0.0 0.0
0.0 0.0 0.0

Output
- Net charge: +1
- Gap between HOMO and LUMO: 7.9 eV
- M: 406.78 g mol⁻¹
- Energy above the lowest of the compared OMol25 structures with the same formula, charge and spin: 19.4 kcal/mol
- Multiplicity: 1

(4)
Here is a structure of composition C15H15BaBrI3O4P from OMol25. Energies are from ωB97M-V with the def2-TZVPD basis set.

Last column: Löwdin charge in e.
CARTESIAN COORDINATES (ANGSTROEM)
C (-4.1938, 1.3641, 1.4559)  -0.25
C (-3.2244, 0.6353, 0.4063)  -0.73
I (-4.3236, 0.6059, -1.5227)  0.79
C (-2.8413, -0.8979, 0.7650)  -0.73
I (-3.6884, -1.6576, 2.6205)  0.94
C (-1.2548, -1.0390, 0.6390)  -0.13
C (-0.2927, -0.5032, 1.5338)  -0.05
C (-0.7167, 0.3518, 2.8128)  -0.13
C (0.3022, 1.5702, 3.1367)  -0.72
O (1.4571, 1.3894, 3.6103)  -0.05
I (-0.2489, 3.6749, 2.8173)  0.77
C (1.2745, -0.7803, 1.2266)  -0.24
O (2.1170, -1.0704, 2.1024)  0.10
C (1.6762, -0.7018, -0.3380)  -0.22
P (3.3131, 0.0782, -0.8709)  0.91
C (4.7363, -0.4092, 0.3014)  -0.30
C (3.1111, 1.9776, -0.8474)  -0.29
C (0.7045, -1.2570, -1.2414)  -0.11
C (1.0856, -1.2353, -2.7943)  -0.13
C (-0.0866, -1.7021, -3.7679)  -0.64
O (0.0201, -2.6838, -4.5917)  -0.09
Br (-1.8117, -0.6953, -3.7620)  0.51
C (-0.6566, -1.8392, -0.6352)  -0.23
O (-1.2876, -2.8268, -1.0913)  0.06
H (-3.8124, 1.3863, 2.5303)  0.06
H (-4.2642, 2.4715, 1.1191)  0.09
H (-5.2696, 0.9601, 1.3582)  0.08
H (-2.2322, 1.2003, 0.2223)  0.09
H (-3.2872, -1.5469, -0.0818)  0.04
H (-0.7453, -0.3702, 3.7148)  0.15
H (-1.7560, 0.8141, 2.7156)  0.06
H (4.6693, -1.4825, 0.6812)  0.06
H (4.7762, 0.2868, 1.2264)  0.07
H (5.7466, -0.2966, -0.2331)  0.06
H (2.4781, 2.2569, -1.7768)  0.04
H (4.1014, 2.5360, -0.9575)  0.06
H (2.5963, 2.3773, 0.0905)  0.04
H (2.0103, -1.8944, -2.9760)  0.15
H (1.3860, -0.1560, -3.0700)  0.13
Ba (-1.5675, -0.8912, -6.5283)  1.79

Force components x, y, z for each atom (eV/Å):
-0.3 1.3 -1.2
0.4 0.0 1.4
0.4 0.2 0.6
0.9 -0.1 -2.1
0.4 0.1 -0.7
2.2 0.5 0.9
-1.2 -0.2 -1.3
0.2 0.0 0.2
4.6 -1.6 2.0
-5.5 0.6 -2.3
-0.2 -1.1 -0.1
1.0 -0.8 1.2
-3.2 1.2 -3.2
-3.0 -0.9 0.2
1.0 -0.3 -1.0
0.3 0.6 1.4
-0.9 0.6 0.2
1.9 1.3 2.0
-0.6 0.0 0.2
3.0 -4.9 -2.3
-1.2 5.5 3.3
0.1 0.3 2.3
-1.6 -1.1 0.2
2.4 3.5 0.6
-0.5 -0.4 -1.5
0.1 -1.8 0.6
1.9 0.4 0.5
-1.9 -0.7 0.3
0.8 0.8 1.8
0.3 1.3 -1.2
1.5 -0.8 -0.1
-0.2 1.5 -0.7
-0.2 -1.2 -1.4
-1.7 -0.1 0.4
1.0 -0.5 1.6
-1.2 -1.2 0.2
0.7 -0.5 -1.2
-1.6 0.8 0.0
-0.6 -1.6 0.3
0.4 -0.7 -1.8

Output
- Net charge: +2
- Gap between HOMO and LUMO: 4.7 eV
- M: 888.20 g mol⁻¹
- Multiplicity: 1

Number 4 is which compound? C15H15BaBrI3O4P

Repeat the fourth record exactly.
Here is a structure of composition C15H15BaBrI3O4P from OMol25. Energies are from ωB97M-V with the def2-TZVPD basis set.

Last column: Löwdin charge in e.
CARTESIAN COORDINATES (ANGSTROEM)
C (-4.1938, 1.3641, 1.4559)  -0.25
C (-3.2244, 0.6353, 0.4063)  -0.73
I (-4.3236, 0.6059, -1.5227)  0.79
C (-2.8413, -0.8979, 0.7650)  -0.73
I (-3.6884, -1.6576, 2.6205)  0.94
C (-1.2548, -1.0390, 0.6390)  -0.13
C (-0.2927, -0.5032, 1.5338)  -0.05
C (-0.7167, 0.3518, 2.8128)  -0.13
C (0.3022, 1.5702, 3.1367)  -0.72
O (1.4571, 1.3894, 3.6103)  -0.05
I (-0.2489, 3.6749, 2.8173)  0.77
C (1.2745, -0.7803, 1.2266)  -0.24
O (2.1170, -1.0704, 2.1024)  0.10
C (1.6762, -0.7018, -0.3380)  -0.22
P (3.3131, 0.0782, -0.8709)  0.91
C (4.7363, -0.4092, 0.3014)  -0.30
C (3.1111, 1.9776, -0.8474)  -0.29
C (0.7045, -1.2570, -1.2414)  -0.11
C (1.0856, -1.2353, -2.7943)  -0.13
C (-0.0866, -1.7021, -3.7679)  -0.64
O (0.0201, -2.6838, -4.5917)  -0.09
Br (-1.8117, -0.6953, -3.7620)  0.51
C (-0.6566, -1.8392, -0.6352)  -0.23
O (-1.2876, -2.8268, -1.0913)  0.06
H (-3.8124, 1.3863, 2.5303)  0.06
H (-4.2642, 2.4715, 1.1191)  0.09
H (-5.2696, 0.9601, 1.3582)  0.08
H (-2.2322, 1.2003, 0.2223)  0.09
H (-3.2872, -1.5469, -0.0818)  0.04
H (-0.7453, -0.3702, 3.7148)  0.15
H (-1.7560, 0.8141, 2.7156)  0.06
H (4.6693, -1.4825, 0.6812)  0.06
H (4.7762, 0.2868, 1.2264)  0.07
H (5.7466, -0.2966, -0.2331)  0.06
H (2.4781, 2.2569, -1.7768)  0.04
H (4.1014, 2.5360, -0.9575)  0.06
H (2.5963, 2.3773, 0.0905)  0.04
H (2.0103, -1.8944, -2.9760)  0.15
H (1.3860, -0.1560, -3.0700)  0.13
Ba (-1.5675, -0.8912, -6.5283)  1.79

Force components x, y, z for each atom (eV/Å):
-0.3 1.3 -1.2
0.4 0.0 1.4
0.4 0.2 0.6
0.9 -0.1 -2.1
0.4 0.1 -0.7
2.2 0.5 0.9
-1.2 -0.2 -1.3
0.2 0.0 0.2
4.6 -1.6 2.0
-5.5 0.6 -2.3
-0.2 -1.1 -0.1
1.0 -0.8 1.2
-3.2 1.2 -3.2
-3.0 -0.9 0.2
1.0 -0.3 -1.0
0.3 0.6 1.4
-0.9 0.6 0.2
1.9 1.3 2.0
-0.6 0.0 0.2
3.0 -4.9 -2.3
-1.2 5.5 3.3
0.1 0.3 2.3
-1.6 -1.1 0.2
2.4 3.5 0.6
-0.5 -0.4 -1.5
0.1 -1.8 0.6
1.9 0.4 0.5
-1.9 -0.7 0.3
0.8 0.8 1.8
0.3 1.3 -1.2
1.5 -0.8 -0.1
-0.2 1.5 -0.7
-0.2 -1.2 -1.4
-1.7 -0.1 0.4
1.0 -0.5 1.6
-1.2 -1.2 0.2
0.7 -0.5 -1.2
-1.6 0.8 0.0
-0.6 -1.6 0.3
0.4 -0.7 -1.8

Output
- Net charge: +2
- Gap between HOMO and LUMO: 4.7 eV
- M: 888.20 g mol⁻¹
- Multiplicity: 1

Which of these has the lowest M? C15H14FN3O3S2

Which value of M does entry 2 give? 497.81 g mol⁻¹